[1]
# C3H6NO4

2 unconnected molecules or ions with the total composition C3H6NO4 at a distorted geometry (wB97M-V/def2-TZVPD, the Open Molecules 2025 dataset).

Output
- Net charge: -1
- Lowest unoccupied orbital energy: 3.7 eV
- Kohn-Sham gap: 8.5 eV

Positions of all 14 atoms, in Å:
O (-2.39806, 0.21581, 1.99544)
O (1.52989, -1.38722, 0.05130)
O (-1.37574, -0.55740, -2.03022)
O (2.09221, 0.16632, -1.50201)
N (0.55330, 0.65588, 0.06894)
C (-1.57355, 0.73536, 1.27207)
C (-0.11412, 0.41826, 1.31962)
C (1.49288, -0.28110, -0.50065)
H (-0.78228, -0.07981, -1.42442)
H (-0.72764, -0.90879, -2.65874)
H (0.43344, 0.88814, 2.16555)
H (0.06190, -0.63536, 1.49004)
H (0.69379, 1.58340, -0.29963)
H (-1.93957, 1.48550, 0.55341)

Force components x, y, z for each atom (eV/Å):
O 0.3224 0.1804 -0.1291
O 0.1997 -0.4969 0.1920
O 0.3814 0.0349 -0.3154
O -0.0098 -0.0519 0.0537
N -0.4977 0.4286 -0.6071
C -0.7208 -0.3628 0.9368
C 1.4069 0.1447 -0.3122
C 0.0053 0.1693 -0.1789
H -0.0661 0.0408 0.2262
H -0.2551 -0.0160 0.1397
H -0.6960 0.2448 -0.0622
H -0.3620 -0.5130 0.0995
H -0.0223 0.0842 0.3080
H 0.3140 0.1129 -0.3510

[2]
# C7H28N14O7

7 unconnected molecules or ions with the total composition C7H28N14O7 at a distorted geometry (wB97M-V/def2-TZVPD, the Open Molecules 2025 dataset).

Output
- Lowest unoccupied orbital energy: -0.5 eV
- Structure (SMILES): NC(N)=O.NC(N)=O.NC(N)=O.NC(N)=O.NC(N)=O.NC(N)=O.NC(N)=O
- Kohn-Sham gap: 8.1 eV

Positions of all 56 atoms, in Å:
O (0.99085, 1.15434, 5.29185)
O (2.64450, 0.36157, -4.75115)
O (-2.43648, 1.85574, 2.98248)
O (-1.71300, -4.41548, -4.07159)
O (5.02464, 0.20771, 1.74011)
O (-5.94652, 1.71354, 1.07526)
O (1.40725, 0.73231, 0.65074)
N (-6.00692, -0.12808, -0.16797)
N (4.19229, -1.17504, 0.24920)
N (-2.46275, -2.36151, -4.50808)
N (-3.44700, 3.56146, 1.85650)
N (2.67952, 1.61051, 3.85522)
N (-2.35982, -3.03963, -2.42806)
N (3.98516, -0.41424, -3.12638)
N (1.15394, 0.18505, 3.35889)
N (6.31935, -1.09317, 0.43910)
N (0.46926, -0.36141, -1.13361)
N (-4.40019, 0.17082, 1.31135)
N (3.98208, -1.42943, -4.85420)
N (-2.87616, 3.83058, 3.81865)
N (-0.82241, 0.29829, 0.49894)
C (0.43523, 0.29655, 0.00236)
C (1.51234, 1.07616, 4.23842)
C (-5.52719, 0.65476, 0.83259)
C (-2.18100, -3.35300, -3.72238)
C (3.45620, -0.44583, -4.30015)
C (-2.83790, 2.97721, 2.89229)
C (5.16538, -0.68381, 0.89451)
H (-3.67032, 4.45438, 3.80183)
H (-2.78573, -2.15175, -2.20364)
H (3.05216, 2.19715, 4.58809)
H (-4.20044, -0.77033, 1.00403)
H (4.50110, -1.22017, -2.80330)
H (7.12890, -0.68100, 0.88052)
H (-0.40588, -0.81296, -1.35795)
H (4.40797, -1.86702, -0.45418)
H (4.72831, -1.91666, -4.37897)
H (6.29658, -1.70436, -0.36466)
H (-2.04406, -3.62338, -1.66672)
H (3.27010, -0.78472, 0.38081)
H (0.42846, -0.47680, 3.59498)
H (3.51373, -1.85424, -5.64177)
H (-2.79396, -1.45737, -4.20322)
H (1.43309, 0.28813, 2.39372)
H (2.95505, 1.68943, 2.88674)
H (-4.12726, 2.91278, 1.48696)
H (-3.69247, 4.54102, 1.87364)
H (-2.32506, -2.41983, -5.50695)
H (-1.01688, 0.76814, 1.37159)
H (-1.61395, -0.12751, 0.03824)
H (-6.78133, 0.06242, -0.78772)
H (-5.61504, -1.00456, -0.48152)
H (-3.92537, 0.81278, 1.92984)
H (1.40527, -0.55010, -1.46284)
H (-2.40948, 3.53373, 4.66375)
H (3.88598, 0.37692, -2.50643)

Force components x, y, z for each atom (eV/Å):
O -1.5121 1.3029 4.1273
O 0.0206 -0.4256 0.0207
O 1.0626 -2.9247 -0.6674
O 0.0696 -0.6692 -0.4118
O 0.3523 -0.5681 0.0981
O -2.2483 4.8160 1.5652
O -0.4279 -0.2266 -1.6078
N -1.5913 -1.9482 -2.2043
N -4.8384 -2.5599 -2.8576
N -1.1830 3.3351 -3.3865
N -1.2496 -1.1172 -3.9495
N 1.4241 2.3155 0.9877
N -0.5615 0.8085 2.4271
N 1.4713 1.8759 6.5940
N -2.1798 -2.9957 -2.8662
N 3.1677 -0.9234 -0.3427
N 1.0173 -0.4009 -1.5476
N 1.0475 -0.9142 0.7858
N 2.1234 -6.9019 -5.9359
N 1.1505 3.4164 6.2761
N -0.9577 0.6956 1.1862
C -0.1587 0.3071 2.9470
C 1.7391 -1.2033 -1.4491
C 0.9374 -2.7103 -2.8658
C 1.5466 -2.2248 1.2605
C -3.5120 5.0662 0.0191
C -1.0929 0.0251 -2.1699
C 0.9911 4.4462 3.1602
H 0.6487 -0.0017 0.7747
H 0.1169 -0.3531 0.1940
H 0.3539 0.3399 -0.7003
H 0.8757 0.4019 0.9253
H -0.2135 0.7402 0.3287
H 0.1145 -0.4592 -0.5269
H 0.9515 -0.3560 -0.8450
H -0.8704 0.1223 0.2013
H -0.3861 -0.1894 -0.8557
H 1.0217 0.2610 0.4175
H -0.1469 -0.0678 -0.5137
H -0.0556 -0.1440 -0.0284
H -0.0135 0.4944 -0.0899
H 0.4430 0.0117 -0.0487
H 0.1344 -0.3644 0.1323
H -0.1120 -0.2732 0.0722
H 0.2059 -0.0731 0.3648
H -0.3647 0.5160 -0.9433
H -0.0051 -0.4609 0.0360
H 0.0401 -0.3895 0.3160
H -0.0227 0.1129 0.0447
H 0.3248 0.3172 0.0535
H -0.0651 0.8631 0.7968
H 0.3963 0.2029 0.6669
H 0.9284 -0.9045 0.4303
H -0.5773 -0.4228 -0.7037
H -0.3299 0.5362 0.4095
H -0.0012 -0.1564 -0.1019

[3]
# C2H4NOP

A molecular structure, C2H4NOP at a distorted geometry (wB97M-V/def2-TZVPD, the Open Molecules 2025 dataset).

Output
- Lowest unoccupied orbital energy: -0.5 eV
- Kohn-Sham gap: 10.1 eV

Positions of all 9 atoms, in Å:
P (-0.32094, 1.18265, -0.50151)
O (-1.57604, 0.26407, -0.99597)
N (-1.48457, 2.74638, 2.32917)
C (-1.23095, 2.01001, 1.51246)
C (0.70103, -0.21868, 0.15233)
H (1.13368, -0.09069, 1.17472)
H (-0.07909, -0.98964, 0.10894)
H (-1.73832, -0.56094, -0.49719)
H (1.59446, -0.48881, -0.49599)

Force components x, y, z for each atom (eV/Å):
P -1.3436 0.1844 2.0317
O 0.2152 0.2925 0.1477
N -0.9081 2.0603 2.5739
C 2.2551 -3.1579 -4.9350
C 0.8508 0.0531 0.3406
H -0.7019 -0.0053 -0.7331
H 0.9487 -0.4494 0.4756
H 0.0323 0.5758 -0.2762
H -1.3486 0.4464 0.3747

[4]
# H16NO11

9 unconnected molecules or ions with the total composition H16NO11 at a distorted geometry (wB97M-V/def2-TZVPD, the Open Molecules 2025 dataset).

Output
- Net charge: -1
- Lowest unoccupied orbital energy: 3.0 eV
- Kohn-Sham gap: 10.1 eV

Positions of all 28 atoms, in Å:
O (31.71300, 5.15500, 5.50300)
O (33.27900, 7.83100, 10.04700)
O (31.84600, 7.52200, 7.50700)
O (31.23700, 9.64000, 7.10500)
O (29.26500, 7.53500, 11.17600)
O (29.85400, 8.16700, 8.00600)
O (30.03100, 12.11200, 8.13400)
O (27.40000, 9.22400, 6.87800)
O (33.19000, 11.40000, 7.75900)
O (32.64600, 10.32900, 4.34500)
O (29.21200, 5.59400, 6.59900)
N (30.98000, 8.48400, 7.52500)
H (30.84400, 12.52700, 7.83300)
H (29.33300, 6.28300, 7.25900)
H (32.56400, 7.92700, 9.19300)
H (26.82700, 9.21400, 7.71600)
H (29.24700, 6.54500, 11.32200)
H (32.44000, 5.16500, 6.16300)
H (32.96100, 10.07800, 5.03800)
H (32.06700, 5.69400, 4.79000)
H (29.80800, 7.60400, 10.39600)
H (32.71200, 7.44800, 10.58100)
H (30.00400, 5.45900, 6.15000)
H (32.55600, 10.80400, 7.91700)
H (28.18500, 8.65400, 7.01200)
H (31.76800, 10.46400, 4.74900)
H (30.04800, 11.24600, 7.71200)
H (33.61200, 11.63200, 8.56400)

Force components x, y, z for each atom (eV/Å):
O 1.1404 -0.2797 0.3142
O 0.9678 3.3600 -7.4973
O -0.6638 2.4108 -0.0819
O -0.4072 -1.4982 0.3627
O -0.1937 -2.0510 0.8335
O 0.6973 1.1137 -0.4581
O -0.1129 0.2858 0.0662
O -1.2495 -0.0693 1.3600
O 3.5283 3.7551 -2.1261
O -7.1045 4.6164 -11.4946
O -2.9815 0.0236 1.2346
N 0.1811 -2.0987 0.3062
H 0.1345 -0.0319 -0.0025
H 0.4032 0.1321 -0.1041
H 3.2970 -0.4372 2.5506
H 1.7856 -0.2365 -1.8521
H -0.0861 1.7340 -0.1696
H -0.8617 0.1074 -0.3891
H 7.3141 -4.9429 12.6715
H -0.1296 0.1502 -0.0787
H 0.2205 0.3399 -0.7980
H -4.0915 -3.1099 4.8376
H 2.4250 -0.1176 -0.9802
H -3.7735 -3.7646 1.0193
H -0.5929 0.4442 0.4912
H -0.2217 0.2875 -1.0811
H -0.0275 -0.2454 -0.0155
H 0.4029 0.1221 1.0815

- Which of these has the highest lowest unoccupied orbital energy?
  C3H6NO4

- What is the formula in the third record?
  C2H4NOP